Entry 1:
DFT (ωB97M-V/def2-TZVPD) results for a gas-phase ion, C4H11N3 (charge +2) in a non-equilibrium geometry.

```
18
Properties=species:S:1:pos:R:3
C -1.480 -1.472 -0.223
N -0.495 -0.493 0.018
C 1.179 -1.080 0.066
N 1.735 0.153 -0.458
C 0.993 1.299 0.187
C -0.454 0.782 0.232
N -1.517 1.456 0.523
H -1.307 -1.843 -1.298
H -1.388 -2.241 0.472
H -2.473 -1.048 -0.077
H 1.424 -1.307 1.153
H 1.246 -1.967 -0.591
H 1.505 0.369 -1.434
H 2.734 0.151 -0.400
H 1.174 2.080 -0.550
H 1.294 1.705 1.170
H -1.743 2.443 0.594
H -2.428 1.013 0.616
```

The highest occupied orbital energy comes out at -19.27 eV. As for the charge: +2. The structure (SMILES) is CN1C[NH2+]CC1=[NH2+]. For the frontier orbital gap, the calculation gives 11.37 eV. For the calculated total energy, the calculation gives -8777.858 eV.

Atom charges from the natural (NBO) analysis, given in e for atoms 1 to 5:
1. C -0.43
2. N -0.31
3. C -0.03
4. N -0.51
5. C -0.28

=====

Entry 2:
DFT (ωB97M-V/def2-TZVPD) results for 2 unconnected molecules or ions with the total composition C4H11N3 in a non-equilibrium geometry.

```
18
Properties=species:S:1:pos:R:3
C 0.980 -0.642 0.122
C 1.238 -2.152 0.235
C 1.817 1.625 -0.047
C -3.476 0.547 -0.052
N -1.213 -0.221 -0.956
N 1.869 0.276 0.266
N -0.239 -0.314 -0.426
H 0.781 -2.605 -0.544
H 2.263 -2.328 0.041
H 1.092 -2.729 1.166
H 0.942 2.159 0.173
H 2.205 2.064 -0.958
H 2.607 1.965 0.689
H -4.035 -0.190 0.530
H -2.286 0.412 -0.100
H -3.679 0.676 -1.122
H -3.617 1.579 0.354
H 2.749 -0.122 0.629
```

The highest occupied orbital energy comes out at -20.28 eV. As for the charge: +2. For the frontier orbital gap, the calculation gives 8.17 eV. For the calculated total energy, the calculation gives -8773.207 eV.

Atom charges from the natural (NBO) analysis, given in e for atoms 1 to 5:
1. C 0.52
2. C -0.67
3. C -0.51
4. C -0.66
5. N 0.44

=====

Entry 3:
DFT (ωB97M-V/def2-TZVPD) results for a gas-phase ion, C4H11N3 (charge +2) in a non-equilibrium geometry.

```
18
Properties=species:S:1:pos:R:3
H 3.974 -2.047 0.615
N 3.154 -1.441 0.500
C 2.654 -1.272 1.658
N 1.389 -0.630 1.718
C 0.825 -0.666 0.492
C -0.124 0.379 0.133
C -1.236 0.040 -0.897
N -2.110 1.178 -1.208
H 3.169 -1.320 2.607
H 1.121 0.180 2.367
H 1.546 -1.302 -0.181
H 0.634 1.036 -0.298
H -0.515 0.881 0.950
H -0.795 -0.377 -1.792
H -1.966 -0.717 -0.564
H -1.770 1.740 -1.988
H -2.204 1.923 -0.473
H -3.123 0.982 -1.541
```

The highest occupied orbital energy comes out at -18.93 eV. As for the charge: +2. The structure (SMILES) is [H]/N=C/[NH+]=C/CC[NH3+]. For the frontier orbital gap, the calculation gives 9.83 eV. For the calculated total energy, the calculation gives -8777.538 eV.

Atom charges from the natural (NBO) analysis, given in e for atoms 1 to 5:
1. H 0.42
2. N -0.57
3. C 0.26
4. N -0.49
5. C 0.32

=====

Number 1: LUMO energy -7.90 eV. Number 2: LUMO energy -12.10 eV. Number 3: LUMO energy -9.10 eV.